Here is a 3-piece molecular cluster, C25H59N3O4S3Si overall from the Open Molecules 2025 dataset. Energies are from ωB97M-V/def2-TZVPD.

Output
HOMO ... -0.2978 Ha
Gap between HOMO and LUMO ... 7.83 eV

```
! wB97M-V def2-TZVPD RIJCOSX def2/J DEFGRID3
* xyz 0 1
O -4.89 -3.24 -0.46
H 7.65 6.36 2.26
H 0.24 4.53 -0.03
O -6.41 -1.32 -0.23
H 10.16 5.37 -0.41
H -1.50 -6.36 -0.14
H -11.45 -4.24 1.85
C 9.76 7.04 -1.69
H 6.48 6.09 0.27
H -0.13 -6.57 -1.90
H -2.26 -2.66 -0.88
H 8.18 3.98 1.99
O -4.00 -0.99 -0.28
O -8.18 -3.17 0.21
C 0.67 -6.23 -1.25
H -1.44 3.28 -1.27
C -0.87 2.76 -0.49
S 1.25 -2.82 0.14
C -1.22 -5.36 1.72
H 2.00 1.21 1.69
H -3.30 -0.72 -2.21
H -10.14 -5.43 1.78
C -10.91 -2.13 -0.20
H -1.48 2.76 0.42
H 2.75 3.36 2.16
H -9.92 -3.94 2.66
C -7.79 -2.50 1.40
C 2.20 0.94 -0.44
H 0.02 -1.07 -1.99
C 7.38 5.93 -0.34
H -6.63 -0.73 1.70
H 1.48 -5.82 -1.85
Si -9.79 -3.61 0.16
H 9.87 4.34 1.59
S -5.14 -1.93 -1.00
H 4.10 3.06 0.15
H -2.57 0.32 -0.98
H -1.28 -1.48 -3.07
H 3.11 4.20 -0.77
H -1.89 -4.59 2.08
H -11.91 -2.44 0.09
H 3.27 1.12 -0.39
H 2.13 -7.83 -0.96
H 9.11 6.49 -2.38
H -1.46 -6.34 2.12
H 2.05 -0.14 -0.49
H -10.65 -1.26 0.39
C 7.44 4.46 -0.77
H 1.94 4.75 1.49
C 8.61 6.12 1.79
C 1.46 1.50 0.79
H -0.73 1.73 -0.81
S -0.16 -3.45 -2.38
H 7.22 6.54 -1.23
H 1.01 3.47 -1.20
C -10.38 -4.38 1.78
C 9.00 4.68 2.15
C 9.79 6.40 -0.31
H 10.76 7.03 -2.12
H -9.36 -4.79 -1.99
H -8.59 -1.81 1.70
C -0.80 -1.76 -2.14
C 1.26 -7.41 -0.47
C 3.47 3.94 0.22
C 0.44 -3.89 -0.77
H 9.25 4.63 3.21
H 0.50 0.98 0.86
H -0.24 -5.11 2.09
H -10.91 -1.89 -1.25
C 2.34 3.76 1.23
H 1.82 1.37 -1.37
H 7.23 3.78 0.05
H 4.12 4.76 0.55
H 10.53 6.94 0.29
H -10.02 -5.86 -0.74
H 9.34 6.80 2.25
C -2.92 -0.69 -1.19
H 9.42 8.07 -1.64
H -11.08 -4.77 -1.61
H -5.65 -2.15 1.55
C -1.16 -5.38 0.18
N 8.52 6.47 0.38
H -1.85 -4.67 -0.24
N 1.21 2.93 0.85
N 0.22 -5.19 -0.31
H 1.59 -7.02 0.48
C -10.08 -4.88 -1.19
H -1.30 -1.45 -0.04
C -1.79 -1.69 -0.97
H 6.68 4.27 -1.54
H -7.64 -3.20 2.21
H 0.52 -8.17 -0.26
H 8.40 4.19 -1.20
C -6.53 -1.66 1.16
C 0.45 3.48 -0.26
*
```



Here is C49H48ClCsN3O8P2 as an isolated structure from the Open Molecules 2025 dataset. Energies are from ωB97M-V/def2-TZVPD.

Output
HOMO ... -0.1836 Ha
Gap between HOMO and LUMO ... 7.12 eV
ΔE to the lowest compared entry with this formula, charge and spin ... 0.660 eV

```
! wB97M-V def2-TZVPD RIJCOSX def2/J DEFGRID3
* xyz -1 1
Cl -1.96 -2.49 -2.32
C -3.93 -2.79 3.35
P 1.45 2.84 -0.93
C -3.85 1.15 0.64
H 3.91 2.09 -2.50
Cs -0.07 -0.16 -1.51
H -6.73 0.93 2.44
C -3.08 4.98 0.45
H -4.89 2.49 1.98
C -2.77 3.55 -3.82
C 4.25 2.54 -1.57
C 1.06 5.72 -0.46
C 3.30 3.01 -0.65
C -3.64 -1.52 3.82
C 0.53 4.23 1.34
H -3.51 7.06 0.77
H -4.53 3.79 -5.02
C -0.05 3.63 -3.12
O -1.60 -3.25 -3.49
C -2.76 3.75 1.03
H -6.08 2.99 -3.29
H 3.92 -1.66 3.11
C 1.26 3.60 -2.63
P -2.44 2.21 0.08
H 5.11 -0.95 -1.70
C 3.32 -0.66 -0.52
H -3.31 -4.28 1.92
C 3.80 3.52 0.56
H 6.32 2.20 -2.03
C -4.95 -0.98 0.27
H -3.29 5.41 -5.77
C 5.16 3.55 0.84
H -4.82 -4.63 4.05
H 4.55 -2.99 0.68
H 0.73 1.00 2.06
H -3.32 6.90 3.24
C 1.93 4.71 -4.67
H -3.12 -0.37 -0.69
C 6.08 3.09 -0.09
H 0.44 3.22 1.74
H 0.04 7.45 2.29
O 0.44 1.04 2.99
H 5.50 3.95 1.79
H 5.65 -1.62 0.53
H -1.46 -2.87 1.03
N 2.84 -0.68 1.84
C 0.72 6.81 0.35
H 0.78 7.81 -0.06
C -2.81 4.81 3.21
C -5.02 3.04 -3.08
C -2.32 3.13 -2.58
H -6.80 -1.29 1.34
H 3.26 4.22 -3.06
C -2.59 -0.81 3.27
H 4.08 -2.39 -1.58
H -1.56 2.07 -5.77
N -1.82 -1.28 2.28
H -2.70 4.74 4.28
C 0.31 6.61 1.66
C -4.88 1.52 1.51
H -1.62 5.81 -6.18
C -2.10 -2.51 1.83
H -0.09 5.14 3.18
N 2.45 0.25 -0.70
H 0.92 0.29 3.36
C 0.23 5.31 2.15
C 0.63 4.68 -5.13
C -1.82 4.05 -4.90
H 3.11 3.87 1.31
H -1.16 3.39 -6.87
C -5.97 -0.61 1.14
H -3.18 5.06 -0.63
C -4.14 3.49 -4.05
C 5.62 2.58 -1.30
C 0.98 4.41 0.02
C -2.27 5.45 -5.38
O -3.24 -2.92 -1.79
O 3.12 -1.13 3.13
H -4.24 -1.08 4.61
O -0.94 -2.65 -1.29
C -0.40 4.13 -4.36
H -2.86 3.01 -6.52
H -5.93 -3.58 3.17
H -5.22 2.29 -1.08
C -3.13 -3.29 2.33
C -4.53 2.64 -1.84
C -3.90 -0.10 0.03
H -2.34 0.19 3.62
O 2.16 0.62 -1.93
H 7.14 3.12 0.13
C 4.79 -2.00 1.08
H -5.47 -3.17 4.82
H -2.23 6.16 -4.55
C -3.27 6.11 1.24
H 1.40 5.91 -1.47
H 2.71 5.16 -5.27
C -5.10 -3.59 3.88
C -3.17 2.68 -1.56
H 0.40 5.08 -6.11
C -2.59 3.69 2.41
C -3.16 6.02 2.62
C 4.07 -1.30 -1.66
H -2.27 2.76 2.87
H 5.11 -2.14 2.11
C 2.24 4.17 -3.42
C -5.93 0.64 1.76
H -4.96 -1.94 -0.24
H 3.58 -1.01 -2.58
O -2.03 -1.07 -2.66
C 3.61 -1.09 0.90
O -0.98 3.12 -2.24
C -1.85 3.07 -6.09
*
```



Here is a 2-piece molecular cluster, C7H20B2FO6P overall from the Open Molecules 2025 dataset. Energies are from ωB97M-V/def2-TZVPD.

Output
HOMO ... -0.3664 Ha
Gap between HOMO and LUMO ... 9.07 eV
SMILES ... CCOP(=O)(OCC)OCC.OB(O)CBF

```
! wB97M-V def2-TZVPD RIJCOSX def2/J DEFGRID3
* xyz 0 1
H -3.46 3.50 2.01
C 0.08 -0.05 -0.90
P -1.09 1.97 0.41
F 3.16 -2.10 -0.56
O 1.60 -4.24 -1.98
O 3.07 -6.19 -1.34
H -0.92 4.97 -1.47
H -2.44 1.21 2.72
H -4.41 2.61 3.21
H 1.24 2.81 -1.30
O -0.97 2.78 1.70
H 2.70 -5.15 1.24
C 0.11 -0.88 0.37
H 0.87 -1.65 0.31
H 1.25 -4.14 0.70
H 1.02 0.48 -1.03
H -0.86 -1.36 0.55
O -1.45 3.20 -0.64
C 2.32 -4.40 0.50
H 4.06 -2.93 1.30
H 3.98 -5.89 -1.51
H 0.33 -0.26 1.25
B 3.26 -3.08 0.45
C -3.20 1.34 1.95
H -3.85 0.47 1.99
H -4.89 2.62 1.51
H 0.18 3.00 -2.69
C -4.03 2.59 2.19
H -0.05 -0.71 -1.76
B 2.34 -5.00 -1.02
C 0.63 3.53 -1.85
H 0.02 4.54 -0.04
H 1.30 4.30 -2.24
C -0.43 4.14 -0.96
O -1.00 0.88 -0.92
H 2.16 -4.25 -2.78
O -2.62 1.37 0.65
*
```